{"formula": "C54H155N7O20", "method": "wB97M-V/def2-TZVPD", "total_charge": 0, "lumo_energy_ev": 0.294, "e_tot_ha": -4038.29202, "multiplicity": 1, "relative_energy_kcal_mol": 0.0, "e_homo_ev": -8.996, "species": ["C", "C", "O", "H", "H", "H", "H", "H", "H", "C", "C", "O", "H", "H", "H", "H", "H", "H", "C", "C", "O", "H", "H", "H", "H", "H", "H", "C", "C", "O", "H", "H", "H", "H", "H", "H", "C", "C", "O", "H", "H", "H", "H", "H", "H", "C", "C", "O", "H", "H", "H", "H", "H", "H", "C", "C", "O", "H", "H", "H", "H", "H", "H", "C", "C", "O", "H", "H", "H", "H", "H", "H", "C", "C", "O", "H", "H", "H", "H", "H", "H", "C", "C", "O", "H", "H", "H", "H", "H", "H", "C", "C", "O", "H", "H", "H", "H", "H", "H", "C", "C", "O", "H", "H", "H", "H", "H", "H", "C", "C", "O", "H", "H", "H", "H", "H", "H", "C", "C", "C", "O", "C", "N", "H", "H", "H", "H", "H", "H", "H", "H", "H", "H", "H", "C", "C", "C", "O", "C", "N", "H", "H", "H", "H", "H", "H", "H", "H", "H", "H", "H", "C", "C", "C", "O", "C", "N", "H", "H", "H", "H", "H", "H", "H", "H", "H", "H", "H", "C", "C", "C", "O", "C", "N", "H", "H", "H", "H", "H", "H", "H", "H", "H", "H", "H", "C", "C", "C", "O", "C", "N", "H", "H", "H", "H", "H", "H", "H", "H", "H", "H", "H", "C", "C", "C", "O", "C", "N", "H", "H", "H", "H", "H", "H", "H", "H", "H", "H", "H", "C", "C", "C", "O", "C", "N", "H", "H", "H", "H", "H", "H", "H", "H", "H", "H", "H"], "coordinates": [[-12.054825, -23.878598, 15.978424], [-12.725560, -23.382060, 14.715961], [-11.911091, -23.784115, 13.602787], [-11.003178, -23.539814, 15.988353], [-12.114630, -24.957783, 16.038831], [-12.508348, -23.372557, 16.832521], [-12.843270, -22.303280, 14.695906], [-13.704322, -23.865262, 14.663684], [-12.441357, -23.939079, 12.823722], [-11.392630, -20.304375, 17.386830], [-12.736022, -20.229309, 18.020130], [-13.345267, -18.906570, 17.916979], [-11.083461, -21.306429, 17.157279], [-10.670917, -19.832303, 18.044772], [-11.383107, -19.809644, 16.417963], [-12.682024, -20.471574, 19.097090], [-13.415617, -20.952498, 17.526594], [-14.154045, -18.958828, 18.461497], [-8.048547, -21.497293, 11.528400], [-9.088666, -22.539778, 11.914642], [-9.535098, -22.415168, 13.244624], [-7.202201, -21.646864, 12.199922], [-8.465535, -20.462375, 11.581325], [-7.651407, -21.668114, 10.546698], [-8.647550, -23.516472, 11.798947], [-9.953846, -22.482021, 11.217256], [-10.236289, -23.071683, 13.409569], [-18.747633, -25.149518, 16.568922], [-18.978886, -24.152811, 17.652733], [-18.188864, -22.994320, 17.612101], [-19.133376, -24.959901, 15.575014], [-19.131980, -26.098191, 16.976462], [-17.668931, -25.297464, 16.463525], [-18.875971, -24.580433, 18.666276], [-20.040926, -23.816943, 17.566004], [-18.366239, -22.363267, 18.337136], [-20.525720, -20.328914, 19.286809], [-19.063361, -19.969377, 19.363302], [-18.216932, -21.086550, 19.657492], [-20.772074, -20.728299, 18.314477], [-21.119321, -19.418522, 19.356046], [-20.897303, -20.957087, 20.092311], [-18.864030, -19.227589, 20.152578], [-18.655120, -19.481247, 18.476388], [-18.272450, -21.378282, 20.575587], [-12.955460, -15.798275, 19.421235], [-13.289837, -14.352108, 19.319654], [-14.606454, -14.020347, 18.921940], [-11.919925, -15.977384, 19.756607], [-13.095160, -16.233803, 18.434676], [-13.626253, -16.309287, 20.151671], [-12.594164, -13.939191, 18.610706], [-13.124328, -13.861990, 20.267669], [-14.634343, -13.971716, 17.954893], [-16.365832, -24.583021, 13.409927], [-17.403570, -25.271127, 12.566189], [-16.712840, -25.450196, 11.312636], [-16.317021, -23.495561, 13.237950], [-15.414923, -25.101248, 13.271427], [-16.642331, -24.626295, 14.479317], [-18.256181, -24.657611, 12.414341], [-17.710499, -26.228764, 13.005763], [-17.225364, -25.619812, 10.521961], [-19.314432, -15.041921, 13.727883], [-18.833147, -16.139978, 12.864899], [-18.287384, -15.597027, 11.635987], [-20.245464, -14.659491, 13.284503], [-18.536845, -14.286104, 13.800632], [-19.555652, -15.391904, 14.741280], [-19.551764, -16.936772, 12.702577], [-17.954392, -16.639431, 13.321829], [-18.211691, -16.343654, 11.003632], [-14.065873, -21.689817, 11.470451], [-13.958761, -22.845955, 10.479049], [-13.802731, -24.109199, 11.176268], [-14.889473, -21.949251, 12.167070], [-14.273145, -20.748728, 10.966621], [-13.133144, -21.595035, 12.068405], [-13.096122, -22.722861, 9.821237], [-14.832732, -22.939332, 9.790717], [-14.664076, -24.204259, 11.655186], [-14.975924, -20.169333, 21.255986], [-15.592381, -18.799408, 20.924887], [-15.623457, -18.768424, 19.480629], [-15.119827, -20.418249, 22.325359], [-13.905201, -20.291411, 21.024104], [-15.503254, -20.930273, 20.682814], [-15.050829, -17.971897, 21.371503], [-16.630450, -18.722443, 21.270867], [-15.975959, -17.863883, 19.289532], [-16.216545, -16.919695, 16.935614], [-16.861891, -15.881304, 17.821696], [-16.448615, -16.093150, 19.172923], [-16.433563, -17.950917, 17.280454], [-15.122206, -16.763173, 16.980778], [-16.469790, -16.814092, 15.874391], [-17.939384, -15.935392, 17.823059], [-16.569407, -14.884913, 17.502370], [-15.798981, -15.388835, 19.393789], [-15.318419, -23.378117, 19.248592], [-15.798004, -23.826343, 20.610350], [-15.602442, -25.246073, 20.590670], [-15.589861, -22.351893, 19.038185], [-15.829472, -23.990794, 18.500686], [-14.230601, -23.546915, 19.153055], [-16.828596, -23.527827, 20.793451], [-15.269179, -23.367892, 21.433217], [-15.764167, -25.612842, 21.479358], [-15.174826, -20.104061, 15.064640], [-15.793380, -21.084370, 15.996177], [-16.965024, -21.657932, 15.301406], [-15.724314, -19.164073, 15.059670], [-15.138450, -20.517907, 14.056788], [-14.146632, -19.928255, 15.351501], [-16.104059, -20.609732, 16.922092], [-15.084304, -21.875470, 16.252324], [-17.442736, -22.177836, 15.942780], [-14.668125, -26.366201, 16.546070], [-14.029869, -27.156469, 15.461141], [-12.851782, -28.102961, 15.921997], [-11.928443, -27.408970, 16.737799], [-10.950927, -28.155294, 17.442248], [-14.951498, -28.051131, 14.741974], [-15.314931, -25.643185, 16.020212], [-13.947464, -25.838192, 17.206424], [-15.328852, -26.930153, 17.210574], [-13.636438, -26.411971, 14.770424], [-12.365763, -28.465307, 15.003671], [-13.298812, -28.999417, 16.403845], [-11.449986, -28.832351, 18.147587], [-10.341471, -27.467711, 18.022026], [-10.294321, -28.713680, 16.796327], [-15.523776, -28.622848, 15.361984], [-15.552773, -27.536150, 14.133583], [-20.863414, -15.545855, 19.079428], [-21.628071, -15.498098, 17.756058], [-21.387262, -16.716479, 16.919048], [-19.983502, -16.958707, 16.701454], [-19.759650, -18.190710, 16.081281], [-23.081253, -15.331375, 18.030139], [-21.005939, -14.584328, 19.556117], [-19.799233, -15.747874, 18.932629], [-21.259405, -16.343683, 19.696734], [-21.328571, -14.640119, 17.164170], [-21.911564, -16.729974, 15.939242], [-21.837995, -17.538928, 17.512041], [-18.702182, -18.249987, 15.954510], [-20.309498, -18.246292, 15.117057], [-20.152023, -18.963320, 16.742801], [-23.415047, -16.097855, 18.565430], [-23.562068, -15.349764, 17.149889], [-8.334114, -15.225534, 15.297401], [-9.877958, -15.062359, 15.205066], [-10.382665, -14.898135, 16.664367], [-9.889436, -15.847479, 17.573407], [-10.305619, -17.172659, 17.296597], [-10.334965, -13.950002, 14.350208], [-7.968302, -15.416031, 14.267151], [-8.024063, -16.023712, 15.955161], [-7.945110, -14.251417, 15.620019], [-10.365090, -15.972633, 14.821178], [-11.463938, -14.954801, 16.699075], [-10.101185, -13.931629, 17.096018], [-11.386271, -17.144092, 17.124872], [-10.087656, -17.738659, 18.182760], [-9.802191, -17.651503, 16.441112], [-10.104573, -13.979248, 13.357849], [-9.950384, -13.024296, 14.604962], [-15.022569, -11.432758, 15.938608], [-15.379554, -12.817826, 15.442689], [-15.452513, -12.877748, 13.923535], [-16.486351, -12.065512, 13.436742], [-16.649572, -12.299274, 12.032962], [-14.456487, -13.856884, 15.999623], [-15.683197, -10.698428, 15.492425], [-14.013023, -11.116058, 15.652946], [-15.103963, -11.403191, 17.011530], [-16.356807, -13.102575, 15.885908], [-15.508851, -13.937312, 13.566685], [-14.483605, -12.542231, 13.539800], [-16.801476, -13.357980, 11.724332], [-15.731437, -11.967549, 11.523468], [-17.490645, -11.709282, 11.650360], [-14.631532, -14.751257, 15.572084], [-13.477586, -13.621569, 15.869838], [-15.876360, -19.113606, 9.148721], [-16.586823, -17.769786, 9.339294], [-16.950999, -17.114680, 8.010687], [-17.838827, -17.893446, 7.310460], [-17.981624, -17.679245, 5.958238], [-17.753926, -17.927570, 10.179498], [-16.454400, -19.686035, 8.415394], [-15.769560, -19.692715, 10.060865], [-14.867102, -18.921979, 8.728393], [-15.808495, -17.098625, 9.714276], [-16.028836, -16.878019, 7.491601], [-17.451296, -16.164187, 8.236270], [-18.216339, -16.646263, 5.724540], [-18.875281, -18.237036, 5.665847], [-17.151214, -17.979966, 5.309484], [-18.564050, -18.162939, 9.613550], [-17.657962, -18.646774, 10.908033], [-18.331865, -21.783875, 11.139899], [-19.042783, -20.879101, 12.143911], [-19.761341, -21.704056, 13.197184], [-20.384386, -20.844954, 14.150843], [-20.964464, -21.458491, 15.301717], [-18.087237, -19.932680, 12.723077], [-17.546334, -22.412508, 11.581386], [-17.938588, -21.145951, 10.349327], [-19.104910, -22.428458, 10.677947], [-19.747483, -20.301327, 11.568628], [-18.950849, -22.269155, 13.640086], [-20.487752, -22.442509, 12.811346], [-21.717313, -22.214026, 14.953349], [-21.526634, -20.658345, 15.786948], [-20.231917, -21.897844, 15.999495], [-18.538174, -19.283726, 13.340581], [-17.362111, -20.387211, 13.271579], [-14.341075, -16.587549, 11.912503], [-13.862067, -17.524873, 13.016607], [-12.485771, -18.207027, 12.723454], [-12.216678, -19.226263, 13.618021], [-10.888378, -19.721088, 13.624959], [-13.808724, -16.802836, 14.288579], [-13.690379, -15.730800, 11.719921], [-15.310549, -16.176896, 12.174316], [-14.424633, -17.055743, 10.909855], [-14.673448, -18.256623, 13.186509], [-11.704550, -17.440355, 12.795934], [-12.509726, -18.571827, 11.680376], [-10.222313, -18.950956, 13.996863], [-10.518255, -20.074659, 12.638961], [-10.833893, -20.579462, 14.283051], [-13.519751, -17.417081, 15.056358], [-13.180405, -16.006063, 14.203982]], "atomic_forces_ev_per_a": [[0.5, 1.1, -0.1], [0.3, -0.7, -0.2], [0.2, -0.1, 0.6], [-0.3, -0.4, -0.1], [0.1, -0.1, 0.2], [-0.2, -0.3, 0.2], [-0.1, 0.3, 0.1], [-0.2, 0.2, -0.2], [-0.5, 0.0, -0.6], [0.4, 0.8, -0.3], [-1.7, 0.3, 0.3], [0.9, -1.0, -0.2], [0.1, -0.7, 0.3], [0.3, 0.0, -0.1], [-0.1, 0.3, 0.0], [0.0, -0.2, -0.4], [0.2, 0.1, 0.3], [0.0, 0.3, 0.0], [-0.5, 0.4, 1.1], [-0.7, 0.0, -0.8], [0.4, 0.4, 0.3], [0.0, 0.5, 0.2], [0.5, -0.7, 0.1], [-0.1, -0.2, -0.7], [0.3, -0.6, -0.3], [0.3, 0.0, 0.2], [0.0, 0.2, -0.2], [1.3, -1.0, 0.6], [-2.1, 1.2, 1.1], [0.9, 0.5, -1.0], [-0.4, 0.4, 0.0], [-0.1, 0.2, -0.5], [0.1, -0.1, 0.0], [0.0, -0.4, -0.5], [0.3, -0.4, 0.2], [0.0, -0.4, 0.0], [-0.3, 0.8, -0.3], [0.7, 0.5, 1.5], [0.2, -0.6, -0.6], [-0.1, -0.6, -0.2], [0.0, 0.3, 0.0], [0.3, -0.3, 0.0], [-0.4, -0.1, -0.1], [-0.2, -0.4, -0.2], [-0.3, 0.4, -0.1], [-0.7, -1.1, 0.6], [0.5, 0.8, 0.3], [-0.3, -0.4, 0.6], [-0.3, 0.3, -0.2], [0.0, -0.5, 0.0], [0.4, 0.2, -0.6], [0.4, 0.6, -0.4], [0.1, 0.3, 0.3], [0.1, 0.0, -0.6], [-0.6, 0.4, 1.4], [1.1, -0.4, -0.9], [0.5, 0.0, 0.2], [0.3, -0.4, -0.3], [0.1, 0.2, 0.1], [0.2, -0.2, -0.4], [-1.0, 0.6, 0.0], [0.1, 0.0, -0.2], [-0.6, -0.1, 0.3], [-0.9, 0.2, 0.4], [2.5, -0.7, -0.7], [-1.0, 0.1, 0.4], [0.4, 0.4, 0.2], [-0.1, 0.3, 0.0], [0.1, 0.0, -0.2], [-0.5, 0.0, -0.3], [-0.4, 0.0, 0.4], [0.2, -0.1, 0.2], [0.0, -0.8, 0.4], [-0.1, -0.4, -0.3], [-0.9, 0.8, 0.4], [0.3, 0.5, -0.2], [0.0, 0.0, 0.1], [-0.5, 0.0, -0.4], [0.1, -0.1, 0.2], [0.3, 0.3, 0.6], [1.0, -0.3, -0.6], [-0.3, 0.0, 0.9], [0.1, -1.5, -0.8], [-0.3, 1.2, 0.7], [0.2, 0.2, -0.4], [-0.4, 0.5, 0.0], [-0.1, 0.1, 0.0], [0.3, 0.2, -0.2], [0.1, -0.2, 0.2], [0.3, -0.3, -0.2], [0.6, -0.2, -0.2], [0.1, -0.2, 0.2], [0.2, 0.2, 0.4], [0.0, 0.5, -0.3], [-0.4, -0.3, 0.1], [-0.2, 0.0, 0.2], [-0.4, -0.1, -0.3], [0.0, 0.2, -0.1], [-0.2, -0.3, -0.3], [0.2, -0.2, -0.1], [0.3, -0.4, -0.4], [-0.4, -0.1, 1.0], [0.1, 0.3, 0.0], [0.1, 0.1, 0.0], [-0.5, 0.2, 0.0], [-0.5, -0.3, -0.3], [0.7, 0.1, 0.2], [0.1, 0.3, -0.6], [0.2, 0.1, -0.2], [-1.2, -0.9, -0.6], [1.3, 0.8, 0.1], [0.0, 0.1, -0.1], [0.0, 0.0, -0.1], [0.3, 0.3, 0.1], [-0.1, 0.1, 0.3], [-0.1, -0.2, -0.1], [-0.4, -0.4, 0.7], [-0.6, 1.0, 1.0], [1.1, -1.7, 0.3], [-0.4, 0.3, -0.5], [-0.1, 0.4, 0.1], [-0.9, 0.0, 0.3], [0.5, -0.1, 0.2], [0.2, 0.1, 0.5], [-0.4, -0.2, -0.6], [0.1, -0.3, -0.1], [0.2, -0.3, -0.4], [0.0, 0.0, 0.1], [0.2, 0.4, 0.2], [0.1, -0.1, -0.1], [-0.1, 0.2, -0.1], [0.2, -0.4, -0.5], [0.2, 0.3, 0.0], [-0.4, 0.3, -0.3], [0.0, 0.1, -0.8], [-0.4, 0.4, 0.1], [0.5, -1.4, -0.2], [-1.2, 1.1, 0.5], [-1.2, 0.3, -0.2], [1.3, 0.7, -0.4], [0.1, 0.0, 0.4], [-0.2, 0.2, 0.0], [-0.2, -0.2, 0.3], [0.2, 0.4, 0.1], [0.2, 0.3, 0.4], [0.3, -0.2, -0.3], [0.7, -0.4, -0.3], [0.4, -0.1, 0.3], [0.2, -0.5, -0.1], [-0.3, -0.8, 0.6], [-0.4, 0.1, -0.4], [-0.8, 0.5, -1.6], [0.6, -0.1, 0.5], [-0.2, 0.4, -0.2], [0.7, -0.2, -0.3], [-0.4, 0.5, -0.2], [0.1, 1.1, 0.3], [0.1, 0.0, 0.6], [0.1, -0.1, 0.2], [0.2, -0.3, 0.1], [0.3, 0.2, -0.1], [-0.6, 0.1, -0.2], [0.1, 0.0, -0.3], [0.0, -0.5, 0.0], [0.0, -0.3, 0.3], [0.0, 0.3, 0.1], [0.0, -0.9, 0.3], [-0.2, -0.9, 0.4], [0.2, 0.0, -0.3], [-0.1, -0.9, 0.6], [0.6, -0.7, 0.1], [-0.5, -0.8, -0.7], [0.3, 0.2, -0.4], [-0.2, 1.0, 0.2], [-0.3, 0.1, 0.0], [0.1, -0.3, 0.0], [0.0, 0.2, 0.5], [0.2, 0.3, -0.5], [-0.5, 0.5, 0.3], [0.2, 0.3, -0.2], [-0.1, 0.4, 0.7], [-0.1, 0.1, 0.0], [0.2, -0.1, 0.4], [0.0, -0.4, -0.3], [0.0, 0.1, -0.3], [0.4, 0.4, -1.2], [0.7, -0.7, -0.4], [0.1, 0.9, 1.1], [-0.2, -1.5, 0.2], [-1.0, 0.1, -1.0], [-0.6, 0.3, 0.4], [0.2, -0.2, 0.1], [-0.1, 0.2, 0.2], [-0.4, -0.3, 0.2], [-0.7, 0.2, 0.6], [0.3, -0.2, -0.5], [0.2, 0.2, 0.1], [0.1, 0.5, 0.0], [0.2, -0.1, -0.1], [0.3, -0.1, 0.4], [0.2, -0.1, 0.0], [0.1, 0.3, -0.2], [-0.8, -0.2, -0.1], [0.4, 0.0, 0.2], [-0.1, -0.1, 0.6], [0.3, -0.1, 0.0], [-0.6, -0.2, -1.2], [0.4, -0.1, -0.6], [-0.1, 0.2, -0.1], [0.3, -0.2, 0.0], [0.5, 0.0, 0.1], [-0.5, 0.4, -0.1], [0.2, -0.4, 0.7], [0.0, 0.4, -0.2], [0.6, 0.3, 0.5], [0.1, -0.1, 0.1], [-0.1, 0.1, -0.3], [-0.3, 0.2, 0.3], [-0.2, -0.2, 0.0], [0.3, 0.0, -0.8], [0.3, -0.4, 0.6], [-0.9, 0.7, -1.0], [-0.3, -0.9, 0.6], [-0.1, 0.0, -0.6], [-0.2, 0.3, 0.2], [0.3, 0.0, 0.4], [-0.3, 0.0, 0.0], [0.1, -0.1, 0.8], [0.6, -0.2, -0.4], [0.0, 0.2, -0.1], [0.2, -0.1, 0.1], [0.4, 0.3, 0.1], [-0.5, 0.3, 0.3], [-0.2, 0.0, 0.1], [0.1, 0.3, -0.4], [0.1, -0.2, 0.2]]}